A structure of composition C15H25Cl2NO2PW, computed with the ωB97M-V functional and the def2-TZVPD basis.

- molar mass (g/mol) = 537.09
- ⟨S²⟩ = 2.02
- spin multiplicity = 3
- gap between HOMO and LUMO (alpha / beta) (eV) = 6.70 / 6.53
- E_tot (eV) = -57675.911
- total charge = +3
- energy above the lowest of the compared OMol25 structures with the same formula, charge and spin (eV) = 0.000

Each line ends with the Mulliken spin population.
Cartesian coordinates (Å):
1 W 0.11 0.14 -0.61  1.556
2 Cl 0.64 -1.54 -2.06  0.067
3 Cl 2.30 0.81 -0.26  0.054
4 P -0.32 2.25 -2.00  -0.024
5 O -2.02 -2.67 -2.65  0.007
6 O -2.39 1.60 0.62  0.157
7 N 1.08 0.45 3.36  0.002
8 C -1.03 -3.68 1.55  0.004
9 C -0.42 -1.01 2.07  0.016
10 C -1.51 1.05 0.05  0.204
11 C 2.28 -0.32 2.98  0.005
12 C 1.44 1.85 3.73  0.001
13 C -0.77 -2.81 0.49  -0.011
14 C 0.00 0.41 2.31  0.054
15 C 1.11 3.35 -2.11  0.010
16 C -1.72 3.39 -2.03  -0.004
17 C -0.37 -3.38 -4.39  0.000
18 C -0.35 1.32 -3.55  0.037
19 C -0.72 -1.86 3.15  0.007
20 C -1.04 -2.80 -3.29  0.010
21 C -1.02 -3.20 2.87  -0.005
22 C -0.47 -1.47 0.75  -0.112
23 H -1.07 -3.91 -5.07  0.002
24 H 0.46 0.58 -3.54  -0.011
25 H 1.86 2.36 2.85  -0.001
26 H -1.56 4.09 -2.86  -0.002
27 H 2.16 1.80 4.55  0.000
28 H -1.26 -3.87 3.69  0.000
29 H 2.71 0.12 2.07  -0.001
30 H 0.17 -2.60 -4.95  0.001
31 H 1.15 4.00 -1.22  -0.001
32 H -1.24 -4.73 1.36  0.001
33 H 2.00 -1.35 2.81  0.000
34 H -0.22 2.00 -4.40  0.007
35 H -1.30 0.79 -3.67  -0.011
36 H 0.39 -4.07 -4.00  0.001
37 H 1.02 3.96 -3.01  0.001
38 H 2.04 2.77 -2.13  0.002
39 H -0.73 -1.50 4.19  -0.001
40 H 0.51 0.89 1.45  -0.030
41 H 0.64 0.00 4.18  0.000
42 H 2.98 -0.27 3.81  0.000
43 H -1.76 3.93 -1.08  0.001
44 H -2.65 2.83 -2.17  0.000
45 H 0.54 2.36 4.06  0.000
46 H -0.83 -3.16 -0.53  -0.004
47 H -0.79 1.11 2.62  0.012

***

A structure of composition C12H8N4OsS4SbSe4, computed with the ωB97M-V functional and the def2-TZVPD basis.

- molar mass (g/mol) = 964.32
- gap between HOMO and LUMO (alpha / beta) (eV) = 4.06 / 4.06
- E_tot (eV) = -332266.945
- total charge = -1
- energy above the lowest of the compared OMol25 structures with the same formula, charge and spin (eV) = 3.697

Each line ends with the Mulliken charge.
Cartesian coordinates (Å):
1 Os 0.55 -0.26 0.25  1.238
2 Sb -3.20 3.02 0.08  0.462
3 Se -2.59 0.97 -1.24  -0.296
4 Se -2.94 4.99 -1.33  -0.609
5 Se -1.17 0.96 0.49  -0.103
6 Se -5.43 2.76 0.96  -0.571
7 S 0.10 1.30 -4.44  -0.214
8 S 2.55 -1.36 0.23  -0.532
9 S 0.57 -0.13 2.43  -0.273
10 S 0.35 -4.44 -1.66  -0.213
11 N 0.54 0.38 -2.13  -0.240
12 N -0.29 -2.06 -1.03  -0.300
13 N 1.97 -1.83 5.38  -0.497
14 N 4.59 -3.43 2.44  -0.494
15 C -0.28 -3.27 -0.56  0.622
16 C 0.61 -3.20 -2.82  -0.466
17 C 2.71 -1.72 1.93  0.506
18 C 0.28 -0.70 -2.95  -0.013
19 C 3.76 -2.66 2.26  -0.050
20 C 1.97 -1.56 4.26  -0.045
21 C 0.58 2.85 -2.13  -1.020
22 C 0.46 1.50 -2.77  0.676
23 C -0.71 -3.64 0.82  -1.188
24 C 1.88 -1.21 2.87  0.436
25 C 0.04 -0.39 -4.24  -0.421
26 C 0.21 -2.01 -2.31  -0.055
27 H -0.29 3.46 -2.35  0.236
28 H -0.22 -1.06 -5.05  0.461
29 H 0.16 -3.83 1.45  0.265
30 H -1.30 -2.84 1.25  0.271
31 H -1.31 -4.55 0.80  0.442
32 H 1.47 3.38 -2.49  0.350
33 H 0.67 2.72 -1.06  0.165
34 H 1.06 -3.40 -3.78  0.469